Density functional theory data (ωB97M-V/def2-TZVPD) for a 2-piece molecular cluster, C5H11NO overall.

Cartesian coordinates (Å):
C -2.262 -0.284 -1.189
C -1.292 -0.690 -0.121
C 0.028 -0.609 -0.289
N 0.961 -1.118 0.621
C 2.320 -1.026 0.465
O 2.881 -0.341 -0.364
H -1.849 0.492 -1.843
H -2.481 -1.157 -1.813
H -3.213 0.083 -0.793
H -1.684 -1.097 0.813
H 0.486 -0.074 -1.119
H 0.603 -1.717 1.351
H 2.859 -1.671 1.186
C 0.472 1.829 0.874
H -0.312 1.125 0.587
H 0.111 2.813 0.589
H 0.606 1.736 1.952
H 1.430 1.636 0.376

Atomic forces in eV per Å
C -0.07 0.01 -0.11
C 0.32 -0.46 -0.17
C -0.31 -0.55 -0.37
N 0.00 -0.16 0.01
C -0.03 0.07 -0.11
O -0.27 -0.32 0.29
H 0.00 -0.12 0.09
H -0.14 0.14 -0.03
H 0.15 -0.03 0.05
H 0.05 -0.09 -0.24
H -0.13 -0.37 0.04
H 0.19 0.04 -0.08
H -0.05 0.23 -0.09
C -0.18 0.31 0.17
H 0.62 0.75 0.24
H 0.16 0.32 0.25
H 0.06 0.30 0.02
H -0.38 -0.08 0.04

Values from the calculation:
- LUMO energy: 0.03149 Eh
- E: -327.0732 Ha
- ΔE to the lowest compared entry with this formula, charge and spin: 36.5 kcal per mole
- Net charge: 0
- Orbital gap: 9.42 eV
- Multiplicity: 1

Partial charges, Mulliken, in e:
1. C -1.16
2. C -0.12
3. C -0.52
4. N -0.02
5. C 0.01
6. O -0.53
7. H 0.31
8. H 0.30
9. H 0.33
10. H 0.33
11. H 0.38
12. H 0.23
13. H 0.34
14. C -0.86
15. H 0.15
16. H 0.35
17. H 0.26
18. H 0.21